{
  "formula": "C39H37BCl3FN9O4Y",
  "method": "the ωB97M-V functional and the def2-TZVPD basis",
  "symbols": ["Y", "C", "C", "N", "N", "C", "B", "N", "C", "C", "C", "N", "N", "C", "C", "C", "N", "H", "H", "H", "H", "H", "H", "H", "H", "H", "H", "Cl", "C", "C", "C", "Cl", "C", "O", "C", "Cl", "C", "H", "H", "F", "C", "C", "C", "C", "O", "C", "C", "N", "C", "C", "C", "C", "C", "C", "N", "C", "C", "N", "C", "C", "C", "O", "O", "H", "H", "H", "H", "H", "H", "H", "H", "H", "H", "H", "H", "H", "H", "H", "H", "H", "H", "C", "C", "C", "C", "C", "C", "C", "H", "H", "H", "H", "H", "H", "H"],
  "coordinates": [[-2.0682, 1.5352, -0.7711], [-0.0321, 3.8762, 2.6925], [-0.4494, 3.9633, 1.3600], [-1.5906, 3.3125, 1.1755], [-1.9303, 2.7989, 2.3766], [-1.0080, 3.1181, 3.3010], [-3.2074, 1.9686, 2.5885], [-2.9220, 0.4680, 2.3292], [-2.7731, -0.4901, 3.2564], [-2.4634, -1.6732, 2.6119], [-2.4471, -1.3280, 1.2569], [-2.7221, -0.0379, 1.1020], [-4.2801, 2.4836, 1.6254], [-5.3520, 3.2209, 1.9596], [-5.9733, 3.6375, 0.8031], [-5.1887, 3.1026, -0.2227], [-4.1730, 2.4038, 0.2782], [0.8355, 4.3225, 3.1473], [0.0178, 4.4652, 0.5282], [-1.1278, 2.8095, 4.3269], [-3.5743, 2.0841, 3.7260], [-2.9180, -0.2693, 4.3007], [-2.3048, -2.6419, 3.0536], [-2.2471, -1.9461, 0.3962], [-5.5914, 3.3945, 2.9952], [-6.8590, 4.2399, 0.7068], [-5.3251, 3.1867, -1.2875], [-1.7920, -4.8859, -5.1103], [-1.5491, -3.5190, -4.0620], [-2.6395, -2.8850, -3.4914], [-2.4311, -1.8034, -2.6601], [-3.7904, -1.0490, -1.8836], [-1.1498, -1.2773, -2.3570], [-0.9445, -0.2758, -1.5823], [-0.0877, -1.9994, -2.9578], [1.5315, -1.4794, -2.5850], [-0.2628, -3.0835, -3.7940], [-3.6448, -3.2305, -3.6864], [0.5925, -3.5792, -4.2300], [1.5574, -2.7864, 3.4043], [2.0457, -2.0177, 2.3974], [1.3066, -0.9867, 1.8932], [1.8467, -0.1893, 0.8827], [0.9862, 0.8433, 0.2826], [-0.1738, 0.9367, 0.6815], [1.6128, 1.6384, -0.7342], [2.8808, 1.3601, -1.1085], [3.6374, 0.3346, -0.6246], [4.9400, 0.0892, -1.1842], [5.1045, 0.1567, -2.6708], [5.1724, -1.1684, -1.9759], [3.1364, -0.4477, 0.3950], [3.8623, -1.5242, 0.9194], [3.3143, -2.3196, 1.9066], [4.0612, -3.4436, 2.3883], [4.8365, -3.2471, 3.6031], [6.0517, -4.2015, 3.5243], [5.7813, -5.1718, 2.4166], [4.4469, -5.8256, 2.5851], [3.3717, -4.7266, 2.4145], [0.9158, 2.7571, -1.5061], [1.6301, 3.5077, -2.1624], [-0.3489, 2.7834, -1.4138], [0.3008, -0.7811, 2.2422], [3.3282, 1.9738, -1.8783], [5.7566, 0.4579, -0.5722], [6.0154, 0.5968, -3.0489], [4.2209, 0.3554, -3.2613], [6.1341, -1.6549, -1.8790], [4.3241, -1.8290, -2.1018], [4.8381, -1.7750, 0.5287], [4.2500, -3.4495, 4.5080], [5.1735, -2.2147, 3.6494], [6.2026, -4.7730, 4.4377], [6.9711, -3.6736, 3.2792], [6.5283, -5.8591, 2.3409], [5.7223, -4.6163, 1.5570], [4.4342, -6.2723, 3.5774], [4.3500, -6.6160, 1.8445], [2.6428, -4.8083, 3.2248], [2.8396, -4.8482, 1.4718], [-2.7530, 1.9385, -3.1215], [-3.7838, 2.9563, -3.2945], [-3.5179, 4.3153, -3.0291], [-4.5098, 5.2773, -3.0927], [-5.8142, 4.9322, -3.4314], [-6.0972, 3.6029, -3.7208], [-5.1057, 2.6364, -3.6578], [-1.7743, 2.3026, -3.4457], [-2.9943, 1.0217, -3.6644], [-2.5062, 4.6006, -2.7570], [-4.2659, 6.3103, -2.8723], [-6.5902, 5.6858, -3.4804], [-7.1049, 3.3149, -3.9997], [-5.3481, 1.6032, -3.8834]],
  "max_force_ev_per_a": 0.38,
  "total_energy_ha": -3845.93177
}